(1)
# C21H17F11N4O11P2S3

A structure of composition C21H17F11N4O11P2S3 at a distorted geometry (ωB97M-V/def2-TZVPD, the Open Molecules 2025 dataset).

The geometry in XYZ format:
```
69
Properties=species:S:1:pos:R:3
C 4.10 -5.28 1.24
C 3.04 -4.32 0.40
C 1.71 -4.96 -0.37
C 0.62 -3.99 -1.17
C 0.96 -2.37 -1.15
C -0.02 -1.22 -1.86
N -0.64 -0.46 -0.66
C -1.73 -1.04 0.26
C -2.52 -2.48 0.19
F -1.76 -3.40 1.11
F -2.45 -3.13 -1.17
C -4.12 -2.41 0.57
C -5.05 -1.08 0.36
C -6.65 -1.09 0.81
C -7.39 -2.40 1.47
C -6.46 -3.77 1.65
C -7.10 -5.14 2.29
F -8.21 -4.89 3.26
F -6.10 -5.99 3.00
F -7.70 -5.96 1.18
C -4.85 -3.76 1.20
C -1.86 0.22 1.30
P -2.98 0.34 2.84
O -3.47 -1.06 3.42
O -4.35 1.34 2.48
O -1.96 1.03 4.13
N -0.89 1.34 0.90
P -0.55 2.92 1.66
O 0.67 2.64 2.90
O 0.18 4.08 0.54
S -2.15 3.83 2.36
C -0.12 0.93 -0.34
O 0.95 1.63 -1.09
N 0.28 2.28 -2.07
O 1.07 2.79 -2.85
C 2.32 -1.73 -0.41
C 3.39 -2.70 0.37
H 4.80 -5.92 0.55
H 3.43 -5.94 1.97
H 4.72 -4.56 1.96
H 1.51 -6.14 -0.31
H -0.32 -4.43 -1.71
H -0.83 -1.68 -2.56
H 0.66 -0.53 -2.53
H -4.60 -0.08 -0.08
H -7.29 -0.11 0.68
H -8.51 -2.43 1.82
H -4.28 -4.78 1.40
H -4.96 1.39 3.28
H -1.59 0.19 4.57
H 0.24 2.41 3.77
H 1.17 3.83 0.50
H 2.52 -0.57 -0.45
H 4.32 -2.22 0.88
C 7.28 7.02 -2.17
F 7.65 8.18 -1.56
F 7.74 7.11 -3.46
F 8.01 6.03 -1.59
S 5.49 6.71 -2.09
O 4.88 7.85 -2.78
O 5.20 6.64 -0.66
N 5.49 5.33 -2.88
S 4.04 4.71 -3.01
O 3.11 5.42 -3.89
O 3.44 4.20 -1.77
C 4.51 3.22 -3.94
F 5.41 2.44 -3.27
F 5.11 3.52 -5.13
F 3.45 2.42 -4.24
```

Lowest unoccupied orbital energy: -0.12737 hartree
HOMO: -0.315 hartree
Energy above the lowest of the compared OMol25 structures with the same formula, charge and spin: 24.503 eV
Charge: 0
HOMO-LUMO gap: 5.11 eV

---

(2)
# C21H17IN2OPPtS2

A structure of composition C21H17IN2OPPtS2 (ωB97M-V/def2-TZVPD, the Open Molecules 2025 dataset).

The geometry in XYZ format:
```
46
Properties=species:S:1:pos:R:3
Pt 0.97 -1.64 -0.03
I 0.78 -2.01 2.52
C -0.80 -3.34 2.28
C -1.36 -3.93 3.38
C -2.43 -4.83 3.20
C -2.89 -5.09 1.94
C -2.31 -4.49 0.80
C -2.80 -4.79 -0.49
C -2.22 -4.19 -1.57
C -1.16 -3.28 -1.42
C -0.62 -2.93 -0.20
C -1.23 -3.57 0.94
H -0.98 -3.72 4.37
H -2.88 -5.30 4.06
H -3.71 -5.78 1.79
H -3.62 -5.49 -0.60
H -2.59 -4.41 -2.57
H -0.77 -2.83 -2.32
S 0.95 -1.08 -2.23
C 1.71 0.49 -2.23
C 1.50 1.35 -3.30
C 2.08 2.62 -3.34
C 1.80 3.49 -4.44
N 1.57 4.19 -5.33
C 2.90 3.03 -2.28
C 3.13 2.16 -1.22
C 2.54 0.90 -1.17
S 2.84 -0.16 0.18
C 3.49 4.33 -2.26
N 3.96 5.39 -2.23
H 0.86 1.04 -4.11
H 3.78 2.47 -0.41
C -1.65 2.83 2.06
P -0.25 2.46 0.97
C 1.18 2.38 2.07
C -0.01 3.97 0.00
O -0.45 1.26 0.13
H -1.44 3.65 2.74
H -1.87 1.93 2.64
H -2.53 3.07 1.45
H 1.47 3.37 2.43
H 2.00 1.91 1.53
H 0.93 1.75 2.93
H 0.10 4.86 0.63
H -0.86 4.10 -0.67
H 0.89 3.85 -0.61
```

Lowest unoccupied orbital energy: 0.07713 hartree
HOMO: -0.154 hartree
Charge: -1
HOMO-LUMO gap: 6.30 eV

---

(3)
# C21H17N4O2

A structure of composition C21H17N4O2 at a distorted geometry (ωB97M-V/def2-TZVPD, the Open Molecules 2025 dataset).

The geometry in XYZ format:
```
44
Properties=species:S:1:pos:R:3
C 0.39 -0.59 -1.70
C -0.42 -0.34 -0.44
N -0.44 -1.36 0.50
C -1.54 -1.76 1.32
C -2.90 -1.50 1.26
C -3.71 -2.00 2.30
C -3.17 -2.73 3.36
C -1.81 -3.05 3.38
C -1.03 -2.64 2.33
C 0.36 -2.86 2.08
C 0.70 -2.13 0.91
C 1.98 -2.22 0.39
C 2.95 -2.91 1.14
C 2.62 -3.51 2.35
C 1.32 -3.49 2.84
H -0.20 -0.08 -2.47
H 1.42 -0.14 -1.73
H 0.45 -1.67 -1.98
H -1.49 -0.10 -0.65
H -3.28 -0.92 0.41
H -4.77 -1.78 2.28
H -3.83 -3.05 4.15
H -1.36 -3.59 4.20
H 2.21 -1.77 -0.57
H 3.97 -2.96 0.78
H 3.39 -4.02 2.92
H 1.02 -3.91 3.79
C 0.41 1.38 -0.14
N -0.33 1.71 0.98
N -0.79 2.12 1.94
C 0.54 2.50 -1.12
C 1.65 2.68 -1.99
C 1.63 3.59 -3.03
C 0.51 4.42 -3.20
N 0.37 5.08 -4.46
O -0.67 5.69 -4.78
O 1.29 4.98 -5.31
C -0.57 4.34 -2.32
C -0.51 3.42 -1.27
H 1.35 0.85 0.07
H 2.56 2.13 -1.80
H 2.45 3.71 -3.73
H -1.41 5.01 -2.46
H -1.30 3.49 -0.52
```

Lowest unoccupied orbital energy: -0.18041 hartree
HOMO: -0.420 hartree
Charge: +1
HOMO-LUMO gap: 6.51 eV

---

(4)
# C21H17NO3

An isolated molecule of C21H17NO3 at a distorted geometry (ωB97M-V/def2-TZVPD, the Open Molecules 2025 dataset).

The geometry in XYZ format:
```
42
Properties=species:S:1:pos:R:3
C 0.20 0.59 -1.18
C -1.29 0.20 -1.17
O -1.51 -1.00 -1.38
C -2.41 1.18 -0.98
C -2.48 2.38 -1.72
C -3.67 3.13 -1.70
C -4.79 2.71 -0.97
C -4.69 1.51 -0.25
C -3.53 0.75 -0.26
N 0.59 1.68 -0.30
O 1.51 2.50 -0.66
O 0.01 1.58 0.85
H 0.61 0.78 -2.31
H -1.60 2.66 -2.32
H -3.74 4.02 -2.32
H -5.67 3.33 -0.92
H -5.57 1.20 0.32
H -3.53 -0.23 0.24
C 1.38 -0.65 -0.47
C 2.41 -0.05 0.44
C 3.52 0.52 -0.22
C 4.55 1.14 0.46
C 4.49 1.26 1.84
C 3.46 0.64 2.55
C 2.49 -0.10 1.87
C 0.63 -1.82 0.04
C 0.56 -2.93 -0.82
C -0.07 -4.10 -0.48
C -0.63 -4.22 0.79
C -0.56 -3.15 1.69
C 0.02 -1.93 1.30
H 1.79 -0.80 -1.47
H 3.52 0.50 -1.32
H 5.30 1.66 -0.13
H 5.23 1.88 2.35
H 3.36 0.80 3.62
H 1.73 -0.64 2.45
H 1.00 -2.82 -1.82
H -0.26 -4.82 -1.27
H -1.18 -5.12 1.03
H -1.05 -3.21 2.66
H -0.11 -1.03 1.93
```

Lowest unoccupied orbital energy: -0.01487 hartree
HOMO: -0.328 hartree
Energy above the lowest of the compared OMol25 structures with the same formula, charge and spin: 6.925 eV
Charge: 0
HOMO-LUMO gap: 8.52 eV

---

(5)
# C21H18Br2N2O3PdS

A structure of composition C21H18Br2N2O3PdS at a distorted geometry (ωB97M-V/def2-TZVPD, the Open Molecules 2025 dataset).

The geometry in XYZ format:
```
48
Properties=species:S:1:pos:R:3
Pd -0.38 0.08 -0.12
Br -0.26 -0.92 6.46
C -0.36 -0.58 4.59
C 0.15 0.64 4.09
C 0.06 0.86 2.74
N -0.48 -0.01 1.88
C -0.96 -1.22 2.36
C -0.89 -1.50 3.74
C -1.45 -2.13 1.40
C -2.18 -3.30 1.69
C -2.58 -4.11 0.67
Br -3.54 -5.71 1.03
C -2.27 -3.78 -0.67
C -1.59 -2.60 -0.89
N -1.19 -1.80 0.09
H 0.58 1.37 4.75
H 0.42 1.79 2.31
H -1.25 -2.45 4.11
H -2.45 -3.54 2.71
H -2.57 -4.42 -1.49
H -1.34 -2.29 -1.90
O 0.35 0.63 -4.12
C -0.20 0.75 -3.04
O -0.11 -0.10 -2.10
C -1.09 1.96 -2.83
C -1.79 2.40 -3.95
C -2.67 3.47 -3.86
C -2.83 4.14 -2.66
C -2.09 3.76 -1.56
C -1.21 2.67 -1.63
S -0.22 2.34 -0.22
H -1.64 1.87 -4.88
H -3.24 3.78 -4.73
H -3.52 4.96 -2.58
H -2.17 4.31 -0.63
C 4.35 -0.87 -0.32
C 4.40 0.62 0.04
C 3.02 0.87 0.67
O 2.18 -0.23 0.32
C 2.87 -1.06 -0.63
H 4.63 -1.48 0.54
H 4.99 -1.12 -1.16
H 4.51 1.21 -0.86
H 5.21 0.86 0.72
H 2.57 1.80 0.31
H 3.07 0.89 1.76
H 2.64 -0.73 -1.65
H 2.50 -2.08 -0.49
```

Lowest unoccupied orbital energy: -0.06306 hartree
HOMO: -0.264 hartree
Charge: 0
HOMO-LUMO gap: 5.47 eV